DFT (ωB97M-V/def2-TZVPD) results for a molecular structure, C26H26N3OS2SiTc in a non-equilibrium geometry.

Charge: +1
2S+1: 4
Strongest force on any atom in eV Å⁻¹: 1.74
Gap between HOMO and LUMO (spin up / spin down) in eV: 6.9 / 5.2
Lowest unoccupied orbital energy (spin up / spin down) in eV: -3.996 / -6.285
HOMO (spin up / spin down) in eV: -10.91 / -11.48

Structure (XYZ):
```
60
Properties=species:S:1:pos:R:3:forces:R:3:lowdin_charge:R:1
Tc 0.71727 0.69338 0.05556 1.218 0.903 -0.849 0.9579
C 3.78243 0.06413 1.97953 0.015 -0.019 -0.053 -0.0698
C 2.30258 0.04956 2.26167 -0.023 -0.003 -0.103 -0.3493
C 1.64182 1.20968 2.70589 -0.081 -0.008 0.027 -0.0861
C 0.38418 1.12988 3.29958 0.008 -0.013 0.089 -0.0738
C -0.25867 -0.09578 3.42298 0.011 -0.042 0.029 -0.0901
C 0.32172 -1.22637 2.87532 -0.061 0.030 0.058 -0.0614
C 1.58578 -1.15434 2.29057 -0.051 0.035 -0.107 -0.0732
H 4.25498 -0.79207 2.46052 -0.007 0.022 0.054 0.0986
H 4.23734 0.97237 2.37029 0.003 0.000 -0.002 0.0926
H 4.02539 0.00905 0.92043 0.001 -0.064 -0.004 0.0103
H 2.18049 2.15017 2.72322 -0.011 0.000 -0.088 0.1230
H -0.06370 2.02267 3.71591 -0.032 0.013 -0.033 0.1205
H -1.20347 -0.16458 3.94221 0.004 0.016 -0.001 0.1109
H -0.17813 -2.18394 2.95038 0.018 -0.006 -0.010 0.1187
H 2.07685 -2.07018 1.98227 -0.035 0.034 -0.026 0.1128
S 2.75984 1.38347 -0.75657 -0.635 -0.246 0.475 0.7220
C 2.43688 2.18412 -2.26355 -0.425 -0.042 -0.044 -0.6867
C 3.56074 2.46571 -3.09037 0.243 0.058 -0.216 -0.2573
N 4.47881 2.63302 -3.76231 -0.062 0.026 0.088 0.2016
C 1.16842 2.47744 -2.63975 0.308 -0.101 0.212 -0.6959
S -0.18578 2.02810 -1.66015 0.304 -0.577 0.665 0.7592
C 0.87014 3.12144 -3.87458 -0.047 0.094 -0.312 -0.2568
N 0.60223 3.61678 -4.87680 0.006 -0.011 0.089 0.2040
C 2.96792 -2.12262 -1.02134 -0.253 0.141 -0.079 -0.1717
Si 1.27311 -2.12709 -1.83061 0.759 -0.403 -0.222 0.4913
C 0.62533 -3.87572 -1.56674 -0.103 0.235 -0.147 -0.1529
C 1.38933 -1.53765 -3.61247 -0.192 -0.125 0.283 -0.1314
N 0.14638 -0.99358 -0.96656 -0.953 -0.097 -0.165 -0.1093
C -1.19009 -1.10727 -1.14252 0.581 0.066 0.279 -0.2819
C -1.79110 -1.92803 -2.13031 -0.275 -0.113 -0.233 -0.0122
C -3.14705 -1.92838 -2.32626 0.184 -0.155 -0.150 -0.0303
C -3.97277 -1.09889 -1.56475 0.072 0.022 0.051 -0.0043
C -3.42896 -0.27898 -0.58457 0.047 0.150 0.178 0.0217
C -2.07221 -0.30791 -0.35437 -0.171 0.240 -0.051 -0.1951
O -1.43136 0.46878 0.59197 -0.350 -0.333 0.054 -0.1688
C -2.19620 1.32712 1.41387 -0.312 0.467 0.338 -0.2853
C -1.92609 2.68177 1.36228 0.144 -0.163 -0.282 -0.0244
C -2.61641 3.54273 2.20205 -0.072 0.009 0.094 -0.0461
C -3.56386 3.04479 3.08364 0.023 0.037 -0.001 -0.0546
C -3.82189 1.68103 3.12500 -0.014 0.010 0.012 -0.0463
C -3.13927 0.81281 2.28863 0.173 -0.217 -0.113 -0.0414
H 3.41566 -3.10979 -1.16481 -0.087 -0.008 -0.014 0.0487
H 2.92321 -1.93956 0.05196 0.037 -0.008 -0.036 -0.0066
H 3.64253 -1.39490 -1.46556 0.016 0.117 -0.002 0.0231
H 1.30358 -4.57321 -2.06288 0.045 0.021 0.010 0.0489
H -0.37656 -4.06143 -1.94991 0.130 -0.151 0.069 0.0206
H 0.62317 -4.12285 -0.50289 0.045 0.034 0.023 0.0448
H 2.27377 -1.96327 -4.08994 0.016 -0.031 0.050 0.0490
H 1.48148 -0.44990 -3.65721 0.032 0.008 0.061 0.0292
H 0.52291 -1.81658 -4.21427 -0.001 0.010 0.004 0.0363
H -1.16211 -2.51806 -2.77735 -0.094 0.100 -0.009 0.0800
H -3.56927 -2.55506 -3.09980 -0.026 0.036 0.001 0.1245
H -5.03800 -1.07668 -1.74617 -0.007 0.014 0.002 0.1261
H -4.06382 0.39195 -0.02684 -0.017 -0.025 0.039 0.1275
H -1.18938 3.05936 0.66273 -0.038 0.026 0.040 0.0717
H -2.41252 4.60405 2.16101 0.005 -0.007 -0.004 0.1188
H -4.10117 3.71639 3.73914 0.003 -0.002 -0.005 0.1154
H -4.55254 1.28642 3.81814 -0.009 -0.002 -0.017 0.1181
H -3.32391 -0.25344 2.32547 -0.007 -0.001 0.004 0.1351
```
Forces are in eV/Å.

DFT (ωB97M-V/def2-TZVPD) results for a single C26H26N4O3S molecule in a non-equilibrium geometry.

Charge: 0
Strongest force on any atom in eV Å⁻¹: 1.01
Gap between HOMO and LUMO in eV: 7.6
Lowest unoccupied orbital energy in eV: 0.110
HOMO in eV: -7.52

Structure (XYZ):
```
60
Properties=species:S:1:pos:R:3:forces:R:3:lowdin_charge:R:1
C -3.24080 -4.75360 0.36854 -0.020 0.016 -0.018 -0.0519
C -3.95494 -3.46136 0.10250 -0.052 0.037 0.020 -0.2844
C -5.33726 -3.44984 -0.04565 -0.055 -0.012 -0.015 -0.0743
C -5.98477 -2.25567 -0.29482 -0.002 -0.130 0.017 -0.0896
C -5.28082 -1.07034 -0.39347 -0.018 0.218 -0.053 -0.0376
C -3.88943 -1.05585 -0.25340 -0.094 -0.077 -0.067 -0.2108
N -3.15667 0.10848 -0.38185 -0.119 0.197 -0.046 -0.0645
C -3.81093 1.34102 -0.75750 -0.004 0.092 -0.006 -0.1475
C -2.78814 2.37057 -1.20900 -0.227 0.142 -0.240 -0.1121
N -1.82955 2.65195 -0.15249 -0.286 -0.236 -0.193 -0.0365
C -1.13262 3.80446 -0.23615 0.162 0.130 0.429 -0.4716
O -1.31231 4.58596 -1.15201 0.090 0.279 -0.268 0.0580
C -0.09175 4.07234 0.84912 -0.092 0.174 -0.204 -0.0445
C 1.05583 3.11136 0.71129 0.202 -0.080 0.082 -0.2349
C 1.54113 2.40176 1.80358 0.075 0.083 -0.072 -0.0365
C 2.53424 1.45359 1.64385 0.125 -0.010 -0.182 0.0101
C 3.04556 1.20893 0.38050 -0.243 0.255 0.073 -0.2061
N 4.01787 0.16955 0.20168 -0.253 0.444 0.051 0.1201
C 3.54300 -1.11885 0.36157 -0.078 -0.543 -0.033 -0.4574
O 2.38866 -1.36894 0.62244 -0.173 -0.081 0.070 0.0921
N 4.47361 -2.11866 0.19740 -0.020 -0.339 0.033 0.1821
C 5.78224 -1.87178 -0.11877 0.324 0.954 -0.122 -0.2745
C 6.81475 -2.81519 -0.31319 0.116 -0.074 -0.024 -0.1054
C 7.99328 -2.20476 -0.61549 -0.165 0.419 0.018 -0.3864
S 7.88883 -0.49351 -0.67246 -0.355 -0.275 0.095 1.0908
C 6.20780 -0.56804 -0.27999 0.366 -0.526 -0.070 -0.3823
C 5.32515 0.56306 -0.12527 0.240 -0.109 0.017 -0.4262
O 5.62131 1.72870 -0.24136 0.101 0.011 -0.045 0.1018
C 2.60699 1.93942 -0.71188 0.053 -0.136 0.160 0.0168
C 1.61849 2.88909 -0.54087 -0.002 -0.004 0.089 -0.0085
C -1.73003 1.64532 0.87810 -0.106 -0.272 0.391 -0.0909
C -1.86806 0.24155 0.27544 0.481 -0.034 -0.030 -0.3003
C -0.69150 -0.05835 -0.66456 -0.142 -0.077 0.278 -0.0126
C -3.24886 -2.27694 -0.00657 0.045 -0.045 0.097 0.0098
H -3.40980 -5.45414 -0.44860 0.035 -0.082 -0.018 0.0808
H -3.61719 -5.21299 1.28187 0.028 -0.068 0.048 0.0805
H -2.17052 -4.59499 0.47432 0.078 -0.044 0.016 0.0717
H -5.89656 -4.37015 0.03373 -0.065 -0.105 0.010 0.1063
H -7.05973 -2.23957 -0.40575 -0.080 0.012 -0.005 0.1019
H -5.82952 -0.15880 -0.56597 -0.010 0.111 -0.011 0.0923
H -4.41161 1.75563 0.06867 -0.055 -0.008 -0.100 0.1327
H -4.48072 1.14238 -1.59825 0.014 0.084 0.093 0.1266
H -2.26275 2.00266 -2.09804 -0.072 0.049 0.005 0.1336
H -3.28227 3.30775 -1.48092 0.034 -0.182 -0.008 0.1292
H 0.25844 5.09494 0.69041 -0.140 -0.063 0.034 0.1331
H -0.54158 4.00842 1.84080 0.034 -0.016 0.028 0.1232
H 1.13595 2.58492 2.78904 -0.088 0.010 0.077 0.1184
H 2.89677 0.89039 2.49009 0.035 -0.079 0.064 0.1261
H 4.14060 -3.06624 0.30560 -0.084 0.224 0.008 0.1697
H 6.68385 -3.87853 -0.23228 0.016 -0.218 0.007 0.1106
H 8.93502 -2.67814 -0.81121 0.182 -0.134 -0.036 0.0688
H 3.03131 1.75595 -1.68675 0.053 -0.026 -0.095 0.1282
H 1.26170 3.45511 -1.38826 -0.061 0.055 -0.132 0.1256
H -0.76217 1.70280 1.37102 -0.137 -0.020 0.002 0.1057
H -2.51789 1.79833 1.62926 0.125 -0.061 0.000 0.1384
H -1.83557 -0.46922 1.11091 -0.035 0.145 -0.061 0.1436
H -0.93280 -0.90363 -1.30289 -0.005 -0.096 -0.066 0.0808
H 0.19900 -0.30090 -0.08904 0.173 0.007 0.035 0.0654
H -0.46695 0.79544 -1.29742 0.007 0.111 -0.115 0.0713
H -2.17533 -2.31286 0.09043 0.144 0.008 -0.008 0.1012
```
Forces are in eV/Å.

DFT (ωB97M-V/def2-TZVPD) results for a molecular structure, C26H26N5O2PbS4 in a non-equilibrium geometry.

Charge: +1
Strongest force on any atom in eV Å⁻¹: 3.92
Gap between HOMO and LUMO in eV: 6.9
Lowest unoccupied orbital energy in eV: -3.664
HOMO in eV: -10.57

Structure (XYZ):
```
64
Properties=species:S:1:pos:R:3:forces:R:3:lowdin_charge:R:1
Pb -0.79212 2.88911 0.83527 -0.114 -0.152 -0.813 1.1910
C -4.36061 3.61756 -2.40202 -0.252 -1.543 -0.773 -0.0280
C -3.49858 3.53370 -1.15220 -0.660 1.298 0.946 -0.2644
N -2.62955 2.63523 -0.89080 0.316 -1.063 -0.972 -0.0687
N -2.52824 1.63646 -1.83515 1.753 -1.612 1.182 0.0550
C -1.61312 0.67227 -1.48591 -2.146 3.274 0.144 -0.4067
O -0.92983 0.68642 -0.39376 -0.027 -0.360 -0.064 -0.2581
C -1.43596 -0.32938 -2.51984 0.795 -0.105 -0.195 -0.1703
C -1.06857 -1.60371 -2.12182 1.335 -0.870 0.155 -0.0323
C -0.67657 -2.56275 -3.06852 -0.334 1.102 -0.819 -0.0407
C -0.57747 -2.08056 -4.40043 1.020 -2.180 -0.149 -0.0832
C -0.94755 -0.82617 -4.79862 -0.359 1.007 0.020 -0.0775
C -1.40918 0.07822 -3.85778 -0.249 -1.754 0.389 -0.0045
C -3.54939 4.61015 -0.08339 0.128 -0.537 1.075 -0.1717
C -4.59875 5.53723 0.01275 -0.416 -0.356 -0.768 -0.0060
C -4.56713 6.46336 1.02625 -0.133 0.989 0.487 -0.0488
C -3.55894 6.42656 1.97634 0.432 2.191 0.427 -0.0644
C -2.56152 5.50141 1.88028 0.555 -1.335 -0.232 -0.1418
N -2.57434 4.56279 0.89866 -0.896 1.134 -0.600 -0.0840
H -5.48211 3.44856 -2.32153 1.352 0.338 0.616 0.1048
H -4.03609 2.74419 -3.08316 -0.265 1.767 0.904 0.0910
H -4.21578 4.61350 -2.84914 -0.004 -0.450 -0.091 0.0856
H -0.82532 -1.76481 -1.05444 -0.905 -0.234 -0.611 0.1055
H -0.46997 -3.61062 -2.80969 0.183 0.684 -0.108 0.1100
H -0.08852 -2.68944 -5.18924 -0.645 -0.008 0.731 0.1166
H -0.88008 -0.51764 -5.84264 0.083 -0.212 0.281 0.1163
H -1.80540 1.00112 -4.15683 -0.163 1.299 -0.121 0.0952
H -5.46927 5.56645 -0.67666 1.037 -0.242 0.254 0.1335
H -5.26997 7.31113 1.06908 0.132 -0.755 -0.069 0.1297
H -3.40176 7.30104 2.65484 -0.482 -1.115 -0.332 0.1333
H -1.72566 5.49191 2.62937 -0.813 -0.220 -0.927 0.1339
S 1.01050 2.19477 3.38936 -0.985 -0.392 0.220 0.4937
C -0.47506 1.43082 3.54434 1.434 0.267 -0.219 -1.6948
S -1.97977 1.97790 3.00700 -0.320 -0.148 0.105 0.4710
S -0.39595 -0.27369 4.21062 -0.085 0.312 0.648 0.4606
C 4.05373 -3.08693 3.25962 1.456 -0.374 2.611 -0.0901
C 4.49230 -1.60642 3.29373 -1.576 0.439 -1.404 -0.1867
C 3.58150 -0.84896 2.26521 -0.269 0.837 -0.051 -0.1300
N 2.17628 -1.30196 2.47229 -0.542 0.661 -0.188 0.0399
C 1.08682 -1.03692 1.76566 1.079 -0.911 -0.336 -0.6423
S -0.58266 -1.20388 2.44991 0.721 -0.058 -0.748 0.6465
N 1.16259 -0.85079 0.45967 -2.888 1.124 -0.070 0.1170
C 2.14894 -1.34682 -0.46221 1.093 -0.205 0.192 -0.3790
O 2.75911 -0.57342 -1.14235 -0.337 0.077 -0.089 0.1482
C 2.34244 -2.84019 -0.50626 0.198 2.602 -0.886 -0.1756
C 1.53795 -3.65859 0.22133 0.346 -2.066 0.315 -0.0374
C 1.71601 -5.00975 -0.03331 -1.023 -1.311 0.682 -0.0663
C 2.54118 -5.49070 -1.02123 0.646 1.796 -0.466 -0.0634
C 3.36769 -4.63947 -1.76337 -0.218 1.254 0.485 -0.0257
C 3.26750 -3.26953 -1.46594 0.799 -0.413 -0.317 0.0035
H 4.83218 -3.82630 3.67257 -1.180 1.332 -0.176 0.1129
H 3.85414 -3.46127 2.30820 -0.508 -0.374 -1.833 0.0324
H 3.12284 -3.11819 3.88139 0.903 -0.647 -0.491 0.0828
H 5.52078 -1.32368 3.04009 -0.196 -0.456 0.363 0.1196
H 4.16633 -1.24161 4.25018 0.627 0.441 0.719 0.0970
H 3.88340 -1.12671 1.26395 0.104 -0.026 -0.207 0.1005
H 3.55540 0.29587 2.31271 0.345 -1.561 0.220 0.1423
H 1.98536 -1.57428 3.40731 -0.245 -0.085 0.895 0.0874
H 0.23625 -0.36200 0.05028 1.549 -0.387 0.075 0.1176
H 0.88842 -3.39323 1.03241 -0.292 0.440 -0.061 0.0979
H 1.17607 -5.81119 0.50785 0.091 0.920 -0.121 0.1260
H 2.50387 -6.50812 -1.19407 0.253 -1.983 -0.429 0.0877
H 4.07110 -4.95396 -2.53362 -0.294 -0.209 0.280 0.1151
H 3.94008 -2.50406 -1.93262 -0.945 -0.874 0.315 0.1413
```
Forces are in eV/Å.

DFT (ωB97M-V/def2-TZVPD) results for a molecular structure, C26H27Br2N4OTa.

Charge: +3
2S+1: 2
Strongest force on any atom in eV Å⁻¹: 0.83
Gap between HOMO and LUMO (spin up / spin down) in eV: 5.8 / 6.2
Lowest unoccupied orbital energy (spin up / spin down) in eV: -11.057 / -10.703
HOMO (spin up / spin down) in eV: -16.85 / -16.90

Structure (XYZ):
```
61
Properties=species:S:1:pos:R:3:forces:R:3:lowdin_charge:R:1
Ta -0.62954 -0.49923 -0.55672 0.596 0.417 -0.154 1.7284
C 0.83938 3.15540 2.68138 0.158 0.004 0.045 -0.0190
C 1.10577 1.69336 2.47228 0.076 0.005 0.041 -0.2589
C 0.18461 0.72184 2.86324 0.047 0.043 -0.141 -0.0475
C 0.47270 -0.64331 2.73297 -0.308 0.043 -0.327 -0.3003
C -0.42747 -1.66612 3.36595 0.030 0.035 0.071 -0.0378
C 1.68082 -1.02094 2.12971 -0.072 -0.041 -0.438 -0.0253
C 2.62680 -0.06550 1.73896 0.042 0.159 0.093 -0.3203
C 3.95817 -0.48086 1.18332 0.047 -0.034 0.198 -0.0499
C 2.32630 1.27767 1.93361 -0.047 -0.096 0.116 -0.0640
H 1.48010 3.53190 3.48168 -0.056 -0.002 0.036 0.1086
H -0.19308 3.35259 2.96474 -0.011 0.021 -0.020 0.0803
H 1.09571 3.73435 1.79343 -0.097 0.009 -0.017 0.0925
H -0.72208 1.02115 3.38059 0.021 -0.006 0.013 0.1238
H -0.20604 -1.71699 4.43474 -0.009 -0.028 -0.003 0.1127
H -0.26396 -2.66696 2.96428 -0.008 0.019 -0.016 0.0703
H -1.48121 -1.39175 3.28406 -0.013 -0.031 -0.031 0.0806
H 1.94271 -2.07380 2.08083 -0.027 -0.005 -0.048 0.1274
H 4.63471 -0.73681 2.00218 -0.013 -0.017 -0.001 0.1076
H 4.42642 0.32955 0.62934 0.024 -0.031 -0.043 0.0704
H 3.88133 -1.36432 0.54838 -0.013 0.028 -0.038 0.0843
H 3.07281 2.02636 1.68864 -0.016 0.012 -0.049 0.1350
C 1.17393 -3.81168 -4.74357 -0.125 -0.020 -0.014 -0.0093
C 1.42491 -2.55194 -3.96910 -0.018 -0.021 0.105 -0.2118
C 2.38197 -1.61232 -4.35260 0.053 0.081 -0.003 0.0655
C 2.64130 -0.49670 -3.56789 0.004 -0.083 -0.069 -0.0308
C 1.89123 -0.31334 -2.43184 -0.326 -0.222 0.113 -0.6838
Br 2.18706 1.15715 -1.29943 -0.474 -0.362 0.134 1.0143
N 0.89847 -1.16058 -2.06425 0.068 0.315 0.225 -0.1564
C 0.70452 -2.26933 -2.82494 -0.029 0.111 0.108 -0.0686
H 1.90582 -3.93950 -5.53668 0.008 0.002 0.002 0.0985
H 0.18217 -3.79675 -5.19854 0.024 0.026 -0.033 0.1028
H 1.22144 -4.68412 -4.09151 0.046 0.001 -0.009 0.0977
H 2.93381 -1.75712 -5.27355 0.065 -0.016 0.042 0.1491
H 3.41005 0.21486 -3.83360 -0.012 0.017 -0.024 0.1341
H -0.06188 -2.95710 -2.48364 -0.065 0.072 -0.004 0.1210
N -0.88977 1.88232 -2.81179 -0.127 0.043 0.120 0.1170
C -0.82561 1.13074 -1.93575 -0.236 -0.269 -0.347 -0.4671
Br -3.41732 -1.10261 -2.01911 0.767 0.249 0.217 0.9283
C -3.59960 0.36669 -0.82521 0.120 -0.057 0.289 -0.7074
C -4.70333 1.17672 -0.87230 -0.017 -0.004 0.080 -0.0369
C -4.78129 2.20493 0.06758 0.018 -0.042 -0.096 0.0372
C -3.76244 2.36547 0.99551 -0.123 -0.038 -0.027 0.0161
C -2.67725 1.51641 0.95087 0.075 0.020 0.038 -0.0784
N -2.58381 0.51195 0.05107 0.165 0.000 -0.139 -0.1636
H -5.47915 1.01519 -1.60718 -0.011 0.010 -0.002 0.1338
H -5.63690 2.86805 0.05934 0.008 0.012 0.030 0.1454
H -3.81021 3.14291 1.74462 0.052 0.021 -0.014 0.1380
H -1.84449 1.62633 1.63497 -0.038 -0.034 -0.097 0.0915
O -1.08023 -2.15492 0.26763 -0.272 -0.321 0.124 -0.3302
N -1.79050 -3.25976 0.59278 -0.126 -0.174 -0.111 -0.1117
C -3.09492 -3.13609 0.89903 -0.087 0.152 0.061 -0.0009
C -3.82185 -4.25984 1.20802 0.009 -0.171 0.023 0.0326
C -3.19739 -5.50457 1.21465 0.059 0.137 -0.059 0.0457
C -1.84132 -5.58451 0.91124 -0.113 -0.056 0.060 0.0323
C -1.14743 -4.44147 0.59477 0.210 -0.068 -0.036 0.0342
H -3.50634 -2.13859 0.89274 0.070 0.033 -0.014 0.1274
H -4.87291 -4.16061 1.44063 0.010 0.041 0.024 0.1445
H -3.76211 -6.39733 1.44936 0.016 -0.006 0.027 0.1467
H -1.31583 -6.52932 0.91926 0.007 0.005 -0.020 0.1449
H -0.09645 -4.43049 0.34258 -0.010 0.111 0.009 0.1593
```
Forces are in eV/Å.